This record from the Open Molecules 2025 dataset describes an isolated molecule of C3H4N2O2S. The level of theory is ωB97M-V/def2-TZVPD.

Element x y z (Å)
C (-0.18, 0.16, 1.28)
C (0.62, -0.55, 0.30)
O (1.89, -0.62, 0.68)
S (-0.09, -2.10, -0.52)
N (0.27, -0.54, -1.10)
N (-0.85, 0.31, -1.28)
C (-1.17, 1.34, -1.82)
O (-1.83, 2.22, -2.13)
H (-1.29, 0.30, 1.06)
H (0.45, 1.06, 1.18)
H (-0.17, -0.31, 2.32)
H (2.36, -1.26, 0.03)

Values from the calculation:
- SMILES string = C[C@@]1(O)SN1N=C=O
- total charge = 0
- lowest unoccupied orbital energy (eV) = 0.39
- relative energy (zero: lowest compared OMol25 entry of this formula, charge and spin) (kJ/mol) = 376.1
- 2S+1 = 1
- electronic energy (eV) = -21082.934

This record from the Open Molecules 2025 dataset describes C3H4N2O2S as an isolated structure. The level of theory is ωB97M-V/def2-TZVPD.

Element x y z (Å)
C (-1.03, -1.35, 0.90)
C (-0.91, 0.68, -0.16)
C (0.47, 0.24, -0.73)
N (-1.54, -0.19, 0.76)
N (1.74, 0.61, -0.12)
O (1.73, 1.54, 0.70)
O (2.72, 0.03, -0.47)
S (0.26, -1.97, -0.07)
H (-1.60, -2.09, 1.45)
H (-0.77, 1.63, 0.39)
H (-1.57, 0.72, -0.89)
H (0.50, 0.15, -1.77)

Values from the calculation:
- total charge = 0
- lowest unoccupied orbital energy (eV) = -1.61
- relative energy (zero: lowest compared OMol25 entry of this formula, charge and spin) (kJ/mol) = 543.8
- 2S+1 = 1
- electronic energy (eV) = -21081.196

This record from the Open Molecules 2025 dataset describes an isolated molecule of C3H4N2O2S. The level of theory is ωB97M-V/def2-TZVPD.

Element x y z (Å)
O (1.94, 1.91, 0.37)
N (0.79, 1.53, 1.04)
C (0.10, 0.65, 0.40)
C (0.46, 0.12, -0.94)
N (-0.17, -0.71, -1.67)
O (-1.25, -1.36, -1.16)
C (-1.33, -1.46, 0.25)
S (-1.43, 0.15, 1.07)
H (2.29, 2.56, 0.96)
H (1.32, 0.61, -1.42)
H (-0.46, -2.02, 0.64)
H (-2.26, -1.99, 0.45)

Values from the calculation:
- SMILES string = O/N=C1\C=NOCS1
- total charge = 0
- lowest unoccupied orbital energy (eV) = 0.11
- relative energy (zero: lowest compared OMol25 entry of this formula, charge and spin) (kJ/mol) = 432.0
- 2S+1 = 1
- electronic energy (eV) = -21082.354

This record from the Open Molecules 2025 dataset describes an isolated molecule of C3H4N2O2S. The level of theory is ωB97M-V/def2-TZVPD.

Element x y z (Å)
O (-2.06, -0.46, 1.40)
C (-0.77, -0.36, 1.03)
N (0.27, -0.53, 1.78)
C (1.34, -0.28, 0.97)
C (0.96, 0.07, -0.30)
S (1.83, 0.36, -1.78)
N (-0.43, -0.04, -0.24)
O (-1.34, 0.37, -1.19)
H (-2.61, -0.16, 0.67)
H (2.38, -0.35, 1.33)
H (1.71, 1.70, -1.79)
H (-1.29, -0.30, -1.88)

Values from the calculation:
- SMILES string = Oc1ncc(S)n1O
- total charge = 0
- lowest unoccupied orbital energy (eV) = 0.26
- relative energy (zero: lowest compared OMol25 entry of this formula, charge and spin) (kJ/mol) = 239.3
- 2S+1 = 1
- electronic energy (eV) = -21084.352

This record from the Open Molecules 2025 dataset describes C3H4N2O3 as an isolated structure. The level of theory is ωB97M-V/def2-TZVPD.

Element x y z (Å)
C (0.67, 0.72, -0.12)
C (-1.40, -0.03, 0.11)
C (0.80, -0.66, -0.33)
H (2.46, 1.43, 0.47)
H (-1.20, 2.02, 0.64)
H (-3.18, -1.07, -0.32)
H (2.10, -2.49, 0.11)
N (-0.66, 1.11, -0.08)
N (-2.59, -0.16, -0.22)
O (1.53, 1.76, -0.22)
O (-0.40, -1.15, -0.02)
O (1.86, -1.49, -0.04)

Values from the calculation:
- total charge = 0
- lowest unoccupied orbital energy (eV) = 0.24
- relative energy (zero: lowest compared OMol25 entry of this formula, charge and spin) (kJ/mol) = 566.2
- 2S+1 = 1
- electronic energy (eV) = -12293.127

This record from the Open Molecules 2025 dataset describes an isolated molecule of C3H4N2O3. The level of theory is ωB97M-V/def2-TZVPD.

Element x y z (Å)
C (0.90, -1.60, -0.37)
N (0.30, -0.25, -0.40)
C (-1.01, 0.14, -0.84)
N (-1.69, 1.09, -0.46)
O (-1.30, 1.90, 0.70)
C (-0.05, 1.70, 1.17)
O (0.18, 2.47, 2.11)
O (0.77, 0.69, 0.60)
H (1.09, -2.12, 0.85)
H (2.09, -1.28, -0.68)
H (0.14, -2.23, -1.20)
H (-1.40, -0.54, -1.47)

Values from the calculation:
- SMILES string = CN1C=NOC(=O)O1
- total charge = 0
- lowest unoccupied orbital energy (eV) = 0.22
- relative energy (zero: lowest compared OMol25 entry of this formula, charge and spin) (kJ/mol) = 679.1
- 2S+1 = 1
- electronic energy (eV) = -12291.957

This record from the Open Molecules 2025 dataset describes an isolated molecule of C3H4N2O3. The level of theory is ωB97M-V/def2-TZVPD.

Element x y z (Å)
O (-0.35, 1.06, 2.28)
C (-0.31, 0.51, 1.18)
N (-0.28, 1.16, -0.20)
N (-0.93, 0.54, -1.35)
C (-0.38, -0.42, -1.75)
O (0.66, -1.20, -1.26)
C (1.17, -0.89, 0.12)
O (0.08, -0.67, 0.93)
H (-0.76, 2.14, 0.09)
H (-0.52, -0.59, -2.91)
H (2.14, -0.27, 0.11)
H (1.50, -1.94, 0.61)

Values from the calculation:
- SMILES string = O=C1NN=COCO1
- total charge = 0
- lowest unoccupied orbital energy (eV) = 0.69
- relative energy (zero: lowest compared OMol25 entry of this formula, charge and spin) (kJ/mol) = 418.6
- 2S+1 = 1
- electronic energy (eV) = -12294.657

This record from the Open Molecules 2025 dataset describes C3H4N2O3 as an isolated structure. The level of theory is ωB97M-V/def2-TZVPD.

Element x y z (Å)
C (0.60, 1.16, -0.05)
C (-0.65, 1.30, -0.28)
C (-1.25, 0.02, -0.41)
H (2.61, -0.87, 0.66)
H (1.17, 2.01, 0.16)
H (-1.61, 2.00, -0.09)
H (-0.94, -1.55, 0.97)
N (0.83, -0.23, 0.09)
N (-0.20, -0.83, -0.77)
O (2.10, -0.62, -0.26)
O (-2.29, -0.51, 0.09)
O (-0.38, -1.88, -0.11)

Values from the calculation:
- total charge = 0
- lowest unoccupied orbital energy (eV) = 0.10
- relative energy (zero: lowest compared OMol25 entry of this formula, charge and spin) (kJ/mol) = 833.8
- 2S+1 = 1
- electronic energy (eV) = -12290.353

This record from the Open Molecules 2025 dataset describes an isolated molecule of C3H4N2O3. The level of theory is ωB97M-V/def2-TZVPD.

Element x y z (Å)
N (-1.99, 0.60, 0.65)
C (-0.78, 0.04, 0.40)
C (0.06, -1.14, 0.79)
C (0.90, -1.03, -0.63)
O (1.72, -1.80, -1.15)
N (0.84, 0.44, -1.10)
O (2.06, 0.92, -0.48)
O (-0.09, 0.96, -0.26)
H (-2.62, 0.12, 1.28)
H (-1.81, 1.66, 0.81)
H (-0.85, -1.90, 0.99)
H (2.54, 1.13, -1.29)

Values from the calculation:
- SMILES string = Nc1cc(=O)n(O)o1
- total charge = 0
- lowest unoccupied orbital energy (eV) = 0.41
- relative energy (zero: lowest compared OMol25 entry of this formula, charge and spin) (kJ/mol) = 604.8
- 2S+1 = 1
- electronic energy (eV) = -12292.728

This record from the Open Molecules 2025 dataset describes an isolated molecule of C3H4N2O3. The level of theory is ωB97M-V/def2-TZVPD.

Element x y z (Å)
C (-2.27, -2.07, 0.24)
N (-1.09, -1.62, -0.05)
O (-1.23, -0.29, 0.28)
C (-0.09, 0.30, -0.17)
N (0.89, -0.37, -0.64)
O (2.11, 0.45, -0.33)
C (1.59, 1.83, 0.08)
O (0.07, 1.56, 0.42)
H (-3.01, -1.56, 0.77)
H (-2.50, -3.19, 0.08)
H (1.77, 2.45, -0.73)
H (2.31, 2.14, 0.84)

Values from the calculation:
- SMILES string = C=NOC1=NOCO1
- total charge = 0
- lowest unoccupied orbital energy (eV) = 0.70
- relative energy (zero: lowest compared OMol25 entry of this formula, charge and spin) (kJ/mol) = 640.7
- 2S+1 = 1
- electronic energy (eV) = -12292.355

Strongest force on any atom list, top to bottom, in hartree/bohr: 0.072; 0.108; 0.018; 0.017; 0.120; 0.116; 0.175; 0.181; 0.132; 0.101